(1)
{
  "formula": "C4H15NO6",
  "method": "wB97M-V/def2-TZVPD",
  "symbols": ["N", "C", "O", "C", "C", "C", "O", "H", "H", "H", "H", "H", "H", "H", "O", "H", "H", "O", "H", "H", "O", "H", "H", "O", "H", "H"],
  "positions_angstrom": [[-1.96, 0.62, -0.97], [-1.14, -0.17, -1.68], [-1.55, -1.07, -2.40], [0.32, 0.19, -1.63], [1.22, -0.74, -0.81], [2.65, -0.37, -0.90], [3.31, -0.23, 0.11], [-1.64, 1.38, -0.39], [-2.95, 0.47, -1.12], [0.42, 1.19, -1.21], [0.70, 0.35, -2.64], [1.02, -1.76, -1.19], [0.87, -0.84, 0.20], [3.12, -0.03, -1.83], [-0.58, -0.41, 1.65], [-1.16, -1.03, 1.17], [-1.19, 0.28, 1.97], [-0.53, 2.47, 1.05], [-0.57, 2.79, 1.96], [0.30, 1.97, 1.04], [1.82, 1.40, 2.36], [2.21, 1.03, 1.56], [1.37, 0.65, 2.76], [-2.00, -2.62, 0.67], [-2.82, -2.86, 0.23], [-1.28, -2.66, 0.03]],
  "lowdin_charge": [0.187, -0.572, 0.038, -0.108, -0.153, -0.231, 0.041, 0.067, 0.122, 0.108, 0.128, 0.138, 0.078, 0.133, -0.079, -0.004, 0.050, -0.069, 0.053, 0.001, -0.048, 0.009, 0.042, -0.040, 0.060, 0.046],
  "e_lumo_ev": 0.5,
  "e_tot_ha": -667.6232,
  "homo_ev": -10.1,
  "e_above_lowest_kcal_mol": 15.2,
  "molar_mass_g_mol": 173.17,
  "smiles": "NC(=O)CCC=O.O.O.O.O",
  "homo_lumo_gap_ev": 10.5104
}

(2)
{
  "formula": "C4H15NO6S",
  "method": "wB97M-V/def2-TZVPD",
  "symbols": ["C", "N", "C", "O", "O", "C", "C", "S", "H", "H", "H", "H", "H", "H", "H", "H", "H", "O", "H", "H", "O", "H", "H", "O", "H", "H", "O"],
  "positions_angstrom": [[0.95, 0.18, 0.21], [1.46, -0.70, -0.81], [1.89, -2.04, -0.47], [1.87, -2.37, 0.74], [2.27, -2.71, -1.45], [-0.60, 0.24, 0.34], [-1.22, 1.60, 0.02], [-3.01, 1.70, -0.10], [1.23, 1.23, 0.03], [1.40, -0.06, 1.17], [0.87, -0.71, -1.62], [-1.09, -0.58, -0.20], [-0.87, -0.04, 1.37], [-0.81, 1.96, -0.94], [-0.73, 2.27, 0.72], [1.63, -2.05, 2.43], [0.28, -2.30, 3.07], [1.20, -2.19, 3.32], [-2.08, 1.73, 2.67], [-2.36, 3.16, 2.23], [-2.33, 2.60, 3.02], [3.14, 0.35, -1.28], [3.43, 1.23, -2.61], [3.54, 1.17, -1.66], [-1.70, 0.07, -2.71], [-3.19, 0.15, -2.61], [-2.49, -0.02, -3.25]],
  "lowdin_charge": [-0.225, -0.006, -0.757, -0.074, -0.079, -0.284, -0.832, 0.191, 0.099, 0.100, 0.109, 0.090, 0.084, 0.035, 0.040, -0.019, 0.014, -0.129, -0.009, -0.014, -0.134, 0.018, 0.010, -0.103, 0.003, -0.017, -0.112],
  "e_lumo_ev": 5.6,
  "e_tot_ha": -1065.8615,
  "homo_ev": -0.9,
  "e_above_lowest_kcal_mol": 13.1,
  "molar_mass_g_mol": 205.23,
  "total_charge": -2,
  "homo_lumo_gap_ev": 6.4693
}

(3)
{
  "formula": "C4H16Cl2O4V",
  "method": "wB97M-V/def2-TZVPD",
  "symbols": ["V", "Cl", "Cl", "C", "O", "H", "H", "H", "H", "C", "O", "H", "H", "H", "H", "C", "O", "H", "H", "H", "H", "C", "O", "H", "H", "H", "H"],
  "positions_angstrom": [[-0.04, 0.02, -0.07], [1.50, 1.71, -1.08], [-1.49, -1.93, 0.76], [0.66, -1.77, -2.88], [-0.28, -0.98, -2.15], [0.26, -2.74, -3.15], [1.00, -1.34, -3.83], [1.51, -1.94, -2.22], [-1.05, -0.84, -2.71], [-2.85, 1.69, -0.10], [-1.75, 1.17, -0.75], [-2.69, 2.67, 0.34], [-3.71, 1.85, -0.76], [-3.24, 0.96, 0.61], [-1.63, 1.68, -1.55], [3.08, -1.02, 0.62], [1.80, -1.40, 0.24], [3.41, -1.74, 1.36], [3.68, -1.07, -0.29], [3.15, -0.01, 1.02], [1.82, -2.33, 0.03], [-0.75, 1.05, 2.91], [0.14, 1.25, 1.83], [-1.14, 0.04, 3.03], [-0.32, 1.18, 3.91], [-1.60, 1.73, 2.89], [0.51, 2.12, 2.01]],
  "lowdin_spin": [3.068, 0.068, 0.043, 0.052, 0.119, 0.008, 0.015, 0.002, 0.077, 0.092, 0.153, 0.018, 0.040, 0.004, 0.079, 0.019, 0.035, 0.001, 0.002, 0.004, 0.005, 0.030, 0.047, 0.003, 0.003, 0.004, 0.011],
  "e_lumo_ev": [2.8, 2.8],
  "e_tot_ha": -2327.3728,
  "homo_ev": [0.7, -6.0],
  "molar_mass_g_mol": 250.02,
  "s_squared": 6.005,
  "total_charge": -1,
  "multiplicity": 5,
  "homo_lumo_gap_ev": [2.1159, 8.7141]
}

(4)
{
  "formula": "C4H16Cu3NO4",
  "method": "wB97M-V/def2-TZVPD",
  "symbols": ["Cu", "Cu", "Cu", "O", "H", "C", "C", "C", "O", "C", "N", "H", "H", "H", "H", "H", "H", "H", "H", "H", "H", "H", "O", "H", "H", "O", "H", "H"],
  "positions_angstrom": [[-0.39, -3.74, -1.02], [-2.21, 0.45, -0.17], [-3.16, -2.12, -1.71], [-1.11, -1.55, -1.00], [-0.26, -1.12, -1.16], [1.21, 1.59, 2.80], [0.37, 1.66, 1.54], [1.15, 1.32, 0.30], [0.43, 1.62, -0.89], [0.97, 0.98, -2.02], [-0.78, 0.74, 1.71], [2.09, 2.24, 2.66], [1.76, 0.67, 3.01], [0.71, 1.90, 3.72], [-0.03, 2.68, 1.47], [1.50, 0.27, 0.27], [2.08, 1.89, 0.35], [2.03, 1.22, -2.19], [0.46, 1.38, -2.90], [0.78, -0.10, -2.00], [-0.48, -0.21, 1.66], [-1.21, 0.98, 2.60], [-1.17, -1.28, -3.91], [-0.90, -1.39, -2.99], [-1.12, -2.17, -4.30], [-0.58, -2.65, 1.61], [-1.42, -3.08, 1.82], [-0.73, -2.20, 0.75]],
  "lowdin_charge": [0.755, 0.623, 0.743, -0.375, -0.034, -0.044, -0.387, -0.198, -0.178, -0.082, 0.058, 0.095, 0.095, 0.092, 0.157, 0.137, 0.146, 0.116, 0.111, 0.058, 0.047, 0.104, -0.029, -0.049, 0.059, -0.042, 0.066, -0.045],
  "e_lumo_ev": -9.8,
  "e_tot_ha": -5438.4164,
  "homo_ev": -16.3,
  "molar_mass_g_mol": 332.81,
  "total_charge": 2,
  "homo_lumo_gap_ev": 6.4660
}

(5)
{
  "formula": "C4H16F2O4V",
  "method": "wB97M-V/def2-TZVPD",
  "symbols": ["V", "F", "F", "C", "O", "H", "H", "H", "H", "C", "O", "H", "H", "H", "H", "C", "O", "H", "H", "H", "H", "C", "O", "H", "H", "H", "H"],
  "positions_angstrom": [[0.99, 1.15, 1.05], [0.67, 2.92, 0.25], [-0.42, 0.34, -0.27], [-2.44, -1.48, 1.58], [-2.42, -1.62, 0.18], [-2.69, -0.46, 1.88], [-3.11, -2.23, 1.98], [-1.46, -1.69, 2.04], [-1.86, -0.90, -0.16], [2.28, 0.95, -1.77], [2.61, 0.75, -0.38], [3.03, 1.60, -2.21], [2.37, -0.01, -2.29], [1.29, 1.37, -1.85], [3.55, 0.60, -0.32], [-2.27, 1.25, -2.80], [-1.00, 0.72, -2.70], [-3.01, 0.58, -2.33], [-2.20, 2.26, -2.33], [-2.50, 1.41, -3.86], [-0.76, 0.56, -1.71], [1.61, -1.31, 3.06], [1.47, -0.86, 1.68], [1.70, -0.44, 3.70], [0.71, -1.86, 3.32], [2.46, -1.97, 3.14], [1.42, -1.65, 1.13]],
  "lowdin_spin": [2.840, 0.044, 0.029, 0.001, 0.000, 0.000, 0.000, 0.000, 0.000, 0.004, 0.019, 0.000, 0.000, 0.001, 0.001, 0.132, 0.747, 0.045, 0.070, 0.001, 0.003, 0.011, 0.045, 0.005, 0.000, 0.000, 0.001],
  "e_lumo_ev": [-3.2, -8.7],
  "e_tot_ha": -1606.3513,
  "homo_ev": [-11.8, -12.9],
  "e_above_lowest_kcal_mol": 0.0,
  "molar_mass_g_mol": 217.11,
  "s_squared": 6.008,
  "total_charge": 1,
  "multiplicity": 5,
  "homo_lumo_gap_ev": [8.6170, 4.2255]
}

(6)
{
  "formula": "C4H16F3LiO11P",
  "method": "wB97M-V/def2-TZVPD",
  "symbols": ["Li", "C", "O", "O", "C", "F", "F", "F", "C", "C", "H", "H", "H", "H", "H", "H", "P", "O", "O", "O", "O", "O", "H", "H", "O", "H", "H", "O", "H", "H", "O", "H", "H", "O", "H", "H"],
  "positions_angstrom": [[1.24, -0.61, 1.34], [0.49, 1.25, -3.06], [-0.76, 1.86, -2.63], [1.05, 0.45, -2.05], [0.30, 0.70, -4.56], [-0.29, 1.62, -5.32], [1.45, 0.35, -5.20], [-0.51, -0.37, -4.67], [-0.80, 3.25, -2.38], [-2.23, 3.59, -1.93], [-2.39, 4.66, -1.77], [-2.97, 3.30, -2.67], [-2.41, 3.11, -0.97], [-0.54, 3.70, -3.34], [-0.11, 3.67, -1.65], [1.15, 2.09, -3.30], [0.65, -3.68, 3.15], [0.56, -5.17, 2.76], [0.63, -3.66, 4.66], [-0.47, -2.70, 2.58], [1.97, -3.20, 2.52], [-2.67, -1.47, -0.82], [-2.27, -1.57, 0.04], [-2.29, -0.66, -1.16], [-2.97, 0.02, 4.38], [-2.39, -0.54, 3.85], [-2.94, -0.38, 5.25], [0.48, -4.60, -1.72], [0.41, -4.33, -2.64], [-0.04, -3.96, -1.24], [4.76, -1.11, 4.34], [4.19, -0.75, 5.02], [4.17, -1.66, 3.81], [1.74, 2.14, 2.77], [2.41, 2.79, 2.96], [1.42, 1.86, 3.63]],
  "lowdin_charge": [0.635, -0.459, -0.130, -0.263, -0.554, 0.111, 0.091, 0.108, -0.291, -0.088, 0.053, 0.065, 0.074, 0.099, 0.109, 0.110, -0.264, -0.527, -0.547, -0.607, -0.538, -0.069, 0.022, 0.014, -0.083, 0.022, 0.020, -0.057, 0.008, 0.036, -0.092, 0.013, 0.012, -0.073, 0.014, 0.027],
  "e_lumo_ev": 6.0,
  "e_tot_ha": -1638.0275,
  "homo_ev": 3.9,
  "molar_mass_g_mol": 335.07,
  "total_charge": -3,
  "homo_lumo_gap_ev": 2.0505
}

(7)
{
  "formula": "C4H16FN5O13P2S2",
  "method": "wB97M-V/def2-TZVPD",
  "symbols": ["O", "P", "N", "P", "O", "O", "S", "S", "O", "O", "F", "H", "H", "H", "H", "C", "N", "O", "O", "H", "H", "H", "C", "N", "O", "O", "H", "H", "H", "C", "N", "O", "O", "H", "H", "H", "C", "N", "O", "O", "H", "H", "H"],
  "positions_angstrom": [[-1.91, -1.27, -0.50], [-2.23, -1.72, -1.99], [-0.88, -1.49, -3.14], [-0.11, 0.11, -3.00], [0.36, 0.56, -1.37], [-1.34, 1.29, -3.50], [1.39, 0.38, -4.25], [0.26, -2.81, -3.12], [-0.23, -3.96, -2.16], [0.24, -3.43, -4.56], [1.84, -2.39, -2.58], [-3.39, -0.97, -2.47], [-2.68, -3.11, -1.89], [-0.35, 1.24, -1.08], [-1.63, 0.94, -4.41], [-5.53, -3.85, 0.28], [-4.77, -2.58, 0.33], [-4.39, -2.18, 1.44], [-4.56, -2.01, -0.75], [-5.64, -4.24, 1.30], [-6.51, -3.63, -0.15], [-4.97, -4.55, -0.34], [1.68, -0.90, 0.93], [2.39, -0.37, 2.13], [3.30, -1.06, 2.60], [2.02, 0.73, 2.55], [2.11, -1.87, 0.67], [0.63, -1.01, 1.20], [1.81, -0.19, 0.12], [4.84, 1.15, 4.47], [5.68, 2.38, 4.48], [6.05, 2.81, 5.58], [5.96, 2.87, 3.38], [4.68, 0.83, 5.50], [3.89, 1.41, 4.00], [5.38, 0.39, 3.91], [-0.42, 5.29, -0.47], [-0.56, 3.81, -0.57], [0.35, 3.13, -0.08], [-1.57, 3.37, -1.13], [0.51, 5.53, 0.04], [-0.42, 5.68, -1.49], [-1.28, 5.66, 0.09]],
  "lowdin_charge": [-0.460, 0.728, -0.489, 0.307, -0.275, -0.288, 0.306, 0.806, -0.364, -0.322, -0.241, 0.055, 0.055, 0.067, 0.094, 0.046, -0.396, 0.090, -0.069, 0.099, 0.103, 0.101, 0.041, -0.407, 0.049, 0.047, 0.099, 0.104, 0.080, 0.028, -0.427, 0.044, 0.044, 0.098, 0.074, 0.098, 0.048, -0.404, 0.065, 0.054, 0.101, 0.105, 0.105],
  "e_lumo_ev": -2.1,
  "e_tot_ha": -2992.3993,
  "homo_ev": -9.8,
  "molar_mass_g_mol": 487.27,
  "smiles": "O=[PH2]N(P(O)(O)=S)S(=O)(=O)F.C[N+](=O)[O-].C[N+](=O)[O-].C[N+](=O)[O-].C[N+](=O)[O-]",
  "homo_lumo_gap_ev": 7.6652
}

(8)
{
  "formula": "C4H16N2O2",
  "method": "wB97M-V/def2-TZVPD",
  "symbols": ["C", "C", "N", "C", "C", "N", "H", "H", "H", "H", "H", "H", "H", "H", "H", "H", "H", "H", "O", "H", "H", "O", "H", "H"],
  "positions_angstrom": [[-0.87, 1.46, 1.14], [0.04, 1.15, -0.01], [1.44, 1.39, 0.33], [-0.14, -0.32, -0.43], [0.78, -0.78, -1.58], [0.05, -0.76, -2.85], [-1.93, 1.21, 1.04], [-0.59, 0.95, 2.07], [-0.84, 2.51, 1.46], [-0.11, 1.82, -0.86], [1.74, 1.00, 1.22], [1.70, 2.36, 0.27], [-1.17, -0.48, -0.76], [0.01, -0.91, 0.48], [1.67, -0.15, -1.57], [1.07, -1.81, -1.36], [0.59, -1.20, -3.58], [-0.20, 0.19, -3.08], [-3.96, -2.06, 0.23], [-4.83, -2.49, 0.29], [-4.11, -1.11, 0.22], [3.02, -0.32, 2.56], [2.76, -1.24, 2.68], [3.87, -0.40, 2.10]],
  "lowdin_charge": [-0.089, -0.466, 0.027, -0.171, -0.278, -0.016, 0.066, 0.079, 0.072, 0.134, 0.047, 0.067, 0.104, 0.107, 0.087, 0.099, 0.053, 0.055, -0.069, 0.034, 0.030, -0.059, 0.042, 0.046],
  "e_lumo_ev": 0.8,
  "e_tot_ha": -421.9729,
  "homo_ev": -8.5,
  "e_above_lowest_kcal_mol": 11.6,
  "molar_mass_g_mol": 124.18,
  "smiles": "C[C@@H](N)CCN.O.O",
  "homo_lumo_gap_ev": 9.2758
}